No. 1
Below is a cluster of 7 separate species, C28H65BN7O8 in total, with properties calculated with the ωB97M-V functional and the def2-TZVPD basis.

Each line ends with the Löwdin charge.
Positions of all 109 atoms, in Å:
H1 0.98793 4.03041 -1.15121  0.083
H2 -4.12007 1.79819 5.99910  0.089
C1 -0.53793 -7.78191 -2.12205  -0.052
H3 -2.77989 2.10734 7.13273  0.092
H4 -7.87160 -1.45504 -2.18605  0.092
H5 0.89606 -4.51177 -1.23842  0.083
C2 0.21327 -8.14053 0.16694  -0.300
H6 0.09859 -4.87396 0.31392  0.064
H7 0.51314 5.26752 0.57830  0.126
C3 3.80818 1.07594 0.38969  -0.148
O1 -2.02576 0.56986 1.15472  0.035
C4 -0.64934 2.57236 2.25526  -0.146
N1 -6.84753 0.27794 -1.66723  -0.205
H8 -3.95314 3.43078 -1.04813  0.128
O2 -2.03961 2.83614 -0.14478  -0.080
H9 3.29872 4.71900 -0.04474  0.128
H10 -6.54644 -1.70403 -1.02035  0.085
H11 0.29528 -7.10711 -2.34016  0.073
H12 4.74049 2.89321 1.45384  0.117
H13 -0.79951 -8.34670 -3.02085  0.095
H14 1.81626 -2.63670 -4.74579  0.084
C5 7.10329 6.79497 -2.79088  -0.062
H15 2.44744 3.07034 -1.85706  0.109
H16 0.48791 -8.90624 0.91056  0.134
H17 6.65049 6.36371 -3.68842  0.090
H18 -0.81546 -4.07601 -0.99847  0.095
O3 5.66006 5.92847 0.41700  -0.012
H19 4.08941 0.63802 1.46380  0.082
H20 -3.93698 3.32875 0.89687  0.118
C6 -2.73381 0.02391 4.73583  -0.334
H21 0.23875 -2.06550 1.91810  0.091
C7 -6.85801 -1.15007 -1.91003  -0.061
H22 1.59294 3.03974 3.78461  0.163
N2 0.67502 1.84678 2.22298  0.050
H23 -6.17139 -1.37473 -2.73140  0.092
H24 -2.13533 0.38500 2.15407  0.086
H25 1.24552 2.20628 -0.69294  0.068
C8 4.17129 2.67178 0.43540  -0.210
H26 -3.50003 0.62777 4.22305  0.135
C9 4.87475 7.39027 -1.84282  -0.048
H27 -0.36055 -2.57071 -4.33856  0.129
C10 0.76819 4.88155 1.67874  -0.140
H28 0.58826 1.03384 2.90517  0.198
C11 -1.64589 -0.39477 6.87442  -0.041
C12 -7.23359 1.17182 -2.73912  -0.045
H29 2.94513 4.63461 2.36408  0.163
H30 -0.64918 -0.23327 6.45294  0.090
H31 2.25800 -2.76783 -1.12666  0.133
O4 -2.07683 -0.81719 4.13650  -0.003
H32 4.50428 0.47301 -0.36978  0.102
H33 7.41446 5.55913 -0.53514  0.133
H34 0.11852 -6.25180 -4.09103  0.051
H35 0.84568 1.37976 1.28201  0.159
C13 6.41854 6.03120 -0.53820  -0.323
N3 0.59766 -4.35424 -4.79429  -0.205
H36 0.97453 5.88140 2.29820  0.132
H37 7.35028 7.84484 -2.97346  0.092
H38 8.01907 6.24725 -2.55248  0.087
H39 4.76910 8.12594 -1.03982  0.096
C14 1.86541 2.65603 2.68772  -0.092
H40 -6.20774 0.04748 0.29349  0.132
N4 6.15055 6.71972 -1.70236  -0.207
C15 -6.48239 0.81319 -0.45013  -0.333
C16 1.67548 -2.20535 -0.37900  -0.296
C17 -0.16235 -10.10379 -1.29296  -0.060
H41 1.48225 -6.20459 -5.24714  0.095
H42 2.26412 -3.87935 -5.94246  0.091
H43 -1.20615 2.21078 3.24753  0.164
C18 -0.54335 -3.64896 -4.47518  -0.333
C19 2.84486 3.67084 0.30492  -0.296
H44 -1.66731 -0.05058 7.91188  0.095
N5 -0.15188 -8.67579 -1.05016  -0.200
B1 -1.60216 2.00741 1.00680  -0.384
H45 -1.49666 4.62182 1.73008  0.134
H46 2.58090 -4.15316 -4.20486  0.085
H47 2.67813 0.82054 0.22854  0.022
H48 -3.98822 1.73905 -0.15894  0.092
C20 1.79363 3.22459 -0.86993  -0.088
C21 1.88919 -3.71223 -4.92853  -0.066
O5 -6.45189 2.00650 -0.17932  -0.013
H49 -7.49517 0.60702 -3.63792  0.091
H50 4.80598 7.89080 -2.81235  0.091
H51 2.82877 1.97040 2.84537  0.148
O6 2.04542 -1.11191 0.02818  -0.040
N6 0.53038 -2.86203 0.01933  -0.186
H52 -8.09257 1.76668 -2.41445  0.096
H53 -6.40037 1.84661 -2.95723  0.091
H54 -0.73697 4.60183 3.45656  0.133
C22 -3.53900 2.83719 -0.10312  -0.077
H55 4.94231 2.95958 -0.42323  0.116
N7 -2.61690 0.32448 6.07641  -0.202
C23 -3.43365 1.33666 6.71414  -0.055
H56 -4.01188 0.87090 7.51744  0.097
H57 -1.39691 -7.18704 -1.79739  0.103
C24 2.13655 3.98642 1.77083  -0.224
O7 0.24377 -6.94722 0.43775  -0.010
C25 -0.33178 -2.23634 1.00026  -0.043
H58 -0.19675 -5.97928 -5.82044  0.100
C26 0.50316 -5.78421 -5.00237  -0.041
H59 4.07261 6.65180 -1.75140  0.081
H60 -0.67099 -1.27131 0.61190  0.067
H61 -1.19559 -2.87075 1.21612  0.101
H62 -1.17595 -10.40877 -1.56898  0.092
H63 0.52427 -10.32846 -2.11433  0.091
C27 0.16033 -4.15822 -0.51098  -0.060
O8 -1.66223 -4.12842 -4.34676  0.001
H64 -1.87536 -1.46387 6.83583  0.100
H65 0.14922 -10.65776 -0.40328  0.087
C28 -0.56374 4.20231 2.34562  -0.129

For the energy above the lowest of the compared OMol25 structures with the same formula, charge and spin, the calculation gives 601.5 kJ/mol. The charge is +1. The spin multiplicity is 1.

***

No. 2
Below is a cluster of 4 separate species, C28H65N3O8 in total, with properties calculated with the ωB97M-V functional and the def2-TZVPD basis.

Each line ends with the Löwdin charge.
Positions of all 104 atoms, in Å:
H1 4.81469 4.71097 -3.06014  0.064
H2 2.43914 2.42796 -3.29563  0.119
H3 -0.30131 -2.86609 -0.60839  0.089
H4 -0.27778 -5.01006 2.94352  0.068
H5 1.58104 1.73574 2.74050  0.083
C1 3.47329 -2.65464 1.88400  -0.205
H6 0.22737 0.35399 -0.97202  0.144
H7 -7.78511 1.58319 -2.00438  0.064
H8 -4.04258 1.13307 1.78960  0.151
H9 3.87572 -3.17320 -1.03975  0.093
H10 1.80008 -3.26948 -1.56922  0.102
H11 5.59093 1.87703 -5.16359  0.072
H12 -5.44198 -3.38614 1.51707  0.117
O1 -3.87868 -1.02445 1.77447  -0.136
C2 4.45202 -1.92652 0.82860  -0.200
C3 -5.75841 2.11778 -1.36119  -0.424
H13 5.99082 2.58878 -3.78416  0.070
H14 -3.27008 -5.51968 -0.04962  0.077
H15 4.85314 3.37889 -1.37993  0.077
O2 -1.75520 -0.39312 -0.40472  -0.041
H16 2.32628 -0.87368 0.14385  0.074
H17 1.62893 -1.89608 -2.78184  0.113
H18 -6.87358 3.15406 -4.36488  0.089
H19 2.01536 -3.69687 0.55707  0.080
H20 2.92453 -0.35663 -1.60438  0.100
C4 -0.29188 -0.55289 -0.51670  -0.161
H21 3.42961 4.53625 4.56901  0.077
H22 4.85398 -1.63580 -1.34520  0.110
C5 3.99964 -2.08879 -0.71362  -0.190
H23 2.28476 3.49143 3.74689  0.065
H24 2.46699 -4.74714 3.51289  0.100
H25 -7.56910 3.29568 -1.60854  0.077
H26 -0.59136 -1.98346 -2.18421  0.124
C6 2.63235 -1.20847 -0.89890  -0.173
H27 -7.65806 2.08320 -0.32714  0.072
C7 4.26391 1.25530 3.71109  -0.199
H28 2.65564 -1.95695 2.30457  0.101
N1 -5.42668 0.69448 -1.22507  0.065
H29 -5.63771 0.24630 -2.11723  0.081
H30 4.80063 1.56840 2.80702  0.116
H31 2.93854 1.56089 1.57868  0.079
H32 4.95615 2.78596 5.03996  0.135
C8 -6.49423 2.13258 -4.45521  -0.111
H33 -5.36182 2.64882 -0.48765  0.132
H34 0.04615 -3.81059 1.59345  0.055
O3 3.10862 0.49498 3.37106  -0.201
O4 -2.04624 1.84764 0.11244  0.096
H35 4.92650 0.55975 4.23720  0.122
H36 3.33276 1.18717 -4.15609  0.120
H37 -4.02918 -3.65022 -1.83355  0.124
H38 -3.57537 0.27992 3.43774  0.158
C9 3.34804 3.64176 3.94564  -0.073
H39 -7.22403 1.41863 -4.06778  0.073
H40 3.84738 3.85162 2.99541  0.076
C10 -4.46452 -3.73815 -0.77072  -0.246
C11 4.16511 3.14640 -4.45156  -0.429
H41 2.32668 1.57990 5.40679  0.071
O5 -5.24885 1.96385 -3.79977  -0.189
H42 3.08638 3.08316 -1.26256  0.095
H43 -6.77698 -2.50472 0.60071  0.131
H44 0.07898 -0.62342 0.57981  0.124
C12 1.94262 -4.76819 2.50098  -0.236
O6 -4.81998 -2.40571 -0.32464  -0.199
C13 -5.09742 2.73551 -2.61153  -0.195
H45 -2.30854 -3.89456 -0.15166  0.056
H46 4.24188 2.05362 -0.39604  0.071
H47 -3.47370 -4.20915 1.27114  0.076
O7 -2.07039 0.43692 1.94676  -0.006
H48 -5.71815 -1.32338 2.86202  0.132
H49 3.10903 4.80614 -3.52653  0.079
H50 -5.43032 3.76768 -2.77581  0.118
C14 -3.48588 0.25834 2.29418  -0.169
H51 -6.35030 1.90976 -5.51463  0.086
H52 5.53355 -2.22629 1.03124  0.106
C15 0.03946 -1.94872 -1.21340  -0.158
C16 2.32629 1.05233 2.32862  -0.098
C17 0.43080 -4.16717 2.61837  -0.125
H53 3.59236 -4.70829 0.91063  0.121
C18 1.57071 -2.14042 -1.66207  -0.197
H54 3.64402 3.16635 -5.41575  0.135
C19 -1.96089 0.66364 0.54097  -0.414
C20 -7.27632 2.27852 -1.33328  -0.073
H55 -5.87796 -0.29232 1.30951  0.116
H56 3.62513 1.32812 6.31238  0.072
H57 1.79305 -5.87621 2.21758  0.100
N2 5.56598 2.77968 -4.69229  0.036
H58 -5.37897 -4.44144 -0.86481  0.123
C21 3.98858 2.44877 4.65023  -0.429
H59 -4.01853 2.78482 -2.43080  0.121
C22 4.07387 2.61684 -1.31701  -0.102
C23 -5.31986 -1.17878 1.79356  -0.162
H60 4.37649 5.28857 -4.65781  0.077
H61 0.35817 -3.35308 3.41853  0.072
H62 1.78689 0.23801 1.84035  0.054
C24 2.79084 -3.99910 1.34293  -0.211
H63 4.13015 -2.92920 2.79221  0.114
N3 3.14562 2.05654 5.78610  0.037
C25 -5.66399 -2.47287 0.85628  -0.170
C26 -3.29229 -4.39436 0.14859  -0.077
O8 4.18169 1.71547 -2.40607  -0.212
H64 -4.41492 0.60190 -1.14310  0.067
C27 4.11340 4.56238 -3.88404  -0.074
C28 3.45098 2.10282 -3.56658  -0.203
H65 4.38547 -0.79172 1.05094  0.098

The spin multiplicity is 1. Its SMILES is CCCCCCCCCCOC(=O)OCOCCOCC.COC[C@@H](C)N.COC[C@@H](C)N.COC[C@@H](C)N.

***

no.,E_tot (hartree),HOMO-LUMO gap (hartree),HOMO (eV)
1,-2115.620630,0.313,-10.82
2,-1871.776419,0.355,-9.00